# 1
ORCA calculation (wB97M-V/def2-TZVPD) on a 2-piece molecular cluster, CH5NO3 overall.

Cartesian coordinates (Å):
N: 1.725 -0.992 -0.435
C: 0.522 -0.323 -0.626
O: -0.327 -0.668 -1.397
O: 0.481 0.792 0.120
H: 2.240 -0.667 0.378
H: 1.595 -1.990 -0.370
H: -0.371 1.242 0.013
O: -1.934 0.982 1.848
H: -2.696 0.502 1.489
H: -2.337 1.496 2.568

## Properties
Kohn-Sham gap = 11.0 eV
E_HOMO = -10.50 eV
SMILES = NC(=O)O.O
LUMO level = 0.50 eV

***

# 2
ORCA calculation (wB97M-V/def2-TZVPD) on CH5NO4S as an isolated structure.

Cartesian coordinates (Å):
C: 2.663 -0.348 0.082
N: -2.527 0.897 0.171
O: 0.025 0.713 0.727
O: -0.266 -1.508 -0.317
O: 1.955 -0.254 -0.887
O: -1.916 0.237 -0.926
S: -0.166 0.135 -0.539
H: 2.138 -0.464 1.187
H: 3.731 -0.035 0.089
H: -2.488 1.920 0.124
H: -2.133 0.663 1.066
H: -1.016 -1.955 -0.780

## Properties
Kohn-Sham gap = 8.8 eV
E_HOMO = -8.72 eV
LUMO level = 0.04 eV

***

# 3
ORCA calculation (wB97M-V/def2-TZVPD) on an isolated ion of composition CH5NOP and charge -1.

Cartesian coordinates (Å):
N: 2.702 -0.081 0.118
C: 1.795 0.627 0.130
O: 0.594 1.145 0.310
P: -0.694 -0.116 -0.040
H: -0.429 -0.639 1.303
H: -1.733 0.771 0.460
H: -0.923 0.463 -1.365
H: 0.336 -0.979 -0.615
H: -1.648 -1.193 -0.302

## Properties
Kohn-Sham gap = 7.9 eV
E_HOMO = -3.45 eV
Net charge = -1
LUMO level = 4.49 eV

***

# 4
ORCA calculation (wB97M-V/def2-TZVPD) on CH5NOP2 as an isolated structure.

Cartesian coordinates (Å):
C: 0.664 -1.938 -0.276
N: -0.822 0.563 0.864
O: 0.856 -2.382 -1.354
P: 0.357 1.536 0.094
P: -1.443 -0.925 0.311
H: 1.365 -1.933 0.569
H: -0.853 0.676 1.869
H: -0.336 1.637 -1.126
H: 1.160 0.502 -0.444
H: -1.544 -0.501 -1.025

## Properties
Kohn-Sham gap = 8.6 eV
E_HOMO = -8.12 eV
LUMO level = 0.48 eV

***

# 5
ORCA calculation (wB97M-V/def2-TZVPD) on a 2-piece molecular cluster, CH5NOS overall.

Cartesian coordinates (Å):
N: -1.319 1.064 0.016
S: -2.490 -0.443 -0.017
H: -0.620 1.107 -0.692
H: -1.966 1.805 -0.176
H: -0.810 0.951 0.871
C: 1.857 -1.056 0.000
O: 1.259 -0.032 -0.169
H: 1.985 -1.554 1.093
H: 2.104 -1.843 -0.926

## Properties
Kohn-Sham gap = 8.0 eV
E_HOMO = -7.74 eV
SMILES = [NH3+][S-].C=O
LUMO level = 0.25 eV

***

# 6
ORCA calculation (wB97M-V/def2-TZVPD) on a 2-piece molecular cluster, CH5NOS overall.

Cartesian coordinates (Å):
N: -2.807 -0.056 0.284
S: -3.083 -1.535 0.491
H: -2.087 0.424 0.802
C: 1.331 0.572 -0.240
O: 1.197 -0.837 0.174
H: 0.361 1.070 0.182
H: 1.292 0.493 -1.331
H: 2.188 1.114 0.207
H: 1.609 -1.246 -0.568

## Properties
Kohn-Sham gap (spin up / spin down) = 7.4 / 7.4 eV
E_HOMO (spin up / spin down) = -8.35 / -8.35 eV
SMILES = N=S.CO
LUMO level (spin up / spin down) = -0.90 / -0.90 eV

***

# 7
ORCA calculation (wB97M-V/def2-TZVPD) on a 2-piece molecular cluster, CH5NOS overall.

Cartesian coordinates (Å):
C: -0.632 0.627 0.917
N: 1.148 0.319 -1.582
O: -0.218 1.298 -0.160
S: 0.833 -1.174 -1.220
H: -0.324 0.973 1.879
H: -0.234 -0.441 0.737
H: -1.711 0.555 0.748
H: 0.610 0.820 -2.267
H: 1.920 -1.325 -0.480

## Properties
Kohn-Sham gap (spin up / spin down) = 9.3 / 8.0 eV
E_HOMO (spin up / spin down) = -9.71 / -8.55 eV
LUMO level (spin up / spin down) = -0.37 / -0.60 eV

***

# 8
ORCA calculation (wB97M-V/def2-TZVPD) on a 2-piece molecular cluster, CH5NOS overall.

Cartesian coordinates (Å):
C: -1.638 -1.089 0.163
N: 1.431 0.863 -0.490
O: -1.065 -0.057 0.207
S: 2.347 -0.692 0.016
H: -2.459 -1.072 -0.516
H: -1.531 -1.937 0.802
H: 1.510 1.304 -1.412
H: 0.369 0.460 -0.346
H: 1.629 1.485 0.341

## Properties
Kohn-Sham gap (spin up / spin down) = 3.8 / 4.2 eV
E_HOMO (spin up / spin down) = -4.38 / -7.70 eV
Spin multiplicity = 3
LUMO level (spin up / spin down) = -0.56 / -3.49 eV

***

# 9
ORCA calculation (wB97M-V/def2-TZVPD) on CH5NOS in the gas phase.

Cartesian coordinates (Å):
C: -0.896 -1.504 0.052
N: 0.503 1.422 -0.625
O: 1.801 -1.138 -0.096
S: 0.542 -0.549 0.097
H: -1.189 -1.879 -0.969
H: -1.595 -0.995 0.551
H: 0.053 1.896 0.112
H: 1.490 1.511 -0.831
H: 0.307 -0.225 1.380

## Properties
Kohn-Sham gap (spin up / spin down) = 6.9 / 7.3 eV
E_HOMO (spin up / spin down) = -6.31 / -9.38 eV
Spin multiplicity = 3
LUMO level (spin up / spin down) = 0.58 / -2.07 eV

***

# 10
ORCA calculation (wB97M-V/def2-TZVPD) on a 2-piece molecular cluster, CH5NOS2 overall.

Cartesian coordinates (Å):
N: -1.048 -1.065 2.076
C: -1.905 -0.828 1.083
O: -1.577 -0.944 -0.099
H: -0.183 -1.581 1.907
H: -1.232 -0.664 2.986
H: -2.935 -0.454 1.359
S: 1.375 0.007 -1.526
S: 0.703 1.325 -0.037
H: 1.456 -1.131 -0.699
H: 1.032 2.501 -0.786

## Properties
Kohn-Sham gap = 8.6 eV
E_HOMO = -8.20 eV
SMILES = NC=O.SS
LUMO level = 0.41 eV

***

# 11
ORCA calculation (wB97M-V/def2-TZVPD) on CH5NP2 in the gas phase.

Cartesian coordinates (Å):
H: 3.827 0.558 -0.576
P: 2.608 0.585 0.302
N: 1.766 -0.670 -0.183
P: 0.320 -1.497 0.057
C: -0.940 0.337 0.568
H: 0.017 -1.301 -1.285
H: -0.235 1.060 0.884
H: -1.923 0.321 1.131
H: -1.119 0.487 -0.535

## Properties
Kohn-Sham gap = 7.9 eV
E_HOMO = -8.57 eV
SMILES = [H]/P=N/PC
LUMO level = -0.70 eV

***

# 12
ORCA calculation (wB97M-V/def2-TZVPD) on a 2-piece molecular cluster, CH5NS overall.

Cartesian coordinates (Å):
C: 0.041 -0.299 -1.535
N: 1.090 -1.038 -1.613
H: -0.015 0.548 -2.350
H: -0.645 -0.390 -0.598
H: 1.751 -0.611 -2.212
S: -0.352 0.043 2.827
H: -1.313 0.399 1.992
H: -0.557 1.348 3.489

## Properties
Kohn-Sham gap = 10.6 eV
E_HOMO = -9.83 eV
SMILES = C=N.S
LUMO level = 0.72 eV

***

# 13
ORCA calculation (wB97M-V/def2-TZVPD) on a 2-piece molecular cluster, CH5NS overall.

Cartesian coordinates (Å):
C: -1.138 -0.171 0.674
N: 1.576 0.250 -0.909
S: 0.420 0.495 1.287
H: -0.617 -0.997 0.030
H: -1.727 0.498 0.088
H: -1.618 -0.527 1.548
H: 1.598 1.329 -1.044
H: 2.427 -0.104 -0.449

## Properties
Kohn-Sham gap (spin up / spin down) = 9.0 / 7.0 eV
E_HOMO (spin up / spin down) = -7.98 / -9.07 eV
Spin multiplicity = 3
LUMO level (spin up / spin down) = 1.02 / -2.04 eV

***

# 14
ORCA calculation (wB97M-V/def2-TZVPD) on a 2-piece molecular cluster, CH5NS2 overall.

Cartesian coordinates (Å):
C: -0.818 1.270 0.128
N: 1.227 -1.133 -0.026
S: -1.707 -0.175 0.509
S: 1.732 0.460 0.350
H: -0.604 1.454 -0.924
H: -1.082 1.996 0.906
H: 1.599 -1.283 -0.915
H: 1.356 -1.865 0.598
H: -1.704 -0.724 -0.627

## Properties
Kohn-Sham gap (spin up / spin down) = 7.9 / 7.4 eV
E_HOMO (spin up / spin down) = -8.00 / -7.75 eV
LUMO level (spin up / spin down) = -0.06 / -0.36 eV

***

# 15
ORCA calculation (wB97M-V/def2-TZVPD) on CH5O2P as an isolated structure.

Cartesian coordinates (Å):
C: -0.248 -1.533 0.303
O: 0.554 -1.126 1.298
O: -1.818 1.620 -1.298
P: -0.949 0.728 -0.182
H: -1.002 -2.253 0.632
H: 0.025 -0.751 1.925
H: -1.614 1.394 -2.188
H: 0.351 -1.766 -0.508
H: -2.131 0.716 0.690

## Properties
Kohn-Sham gap = 8.1 eV
E_HOMO = -7.88 eV
LUMO level = 0.24 eV

***

# 16
ORCA calculation (wB97M-V/def2-TZVPD) on CH5O3 as an isolated structure.

Cartesian coordinates (Å):
O: -1.822 0.777 0.313
H: -2.484 1.021 -0.358
H: -2.336 0.190 0.897
H: -0.917 0.007 -0.196
O: -0.011 -0.676 -0.372
C: 1.115 -0.253 -0.098
O: 2.108 -0.950 -0.530
H: 1.361 0.608 0.530
H: 2.985 -0.725 -0.186

## Properties
Kohn-Sham gap = 13.7 eV
E_HOMO = -17.97 eV
Net charge = +1
LUMO level = -4.24 eV

***

# 17
ORCA calculation (wB97M-V/def2-TZVPD) on CH5O3P in the gas phase.

Cartesian coordinates (Å):
C: 1.361 0.662 0.187
O: 0.141 1.090 0.701
O: -0.662 1.553 -0.304
O: -1.472 0.548 -0.835
P: -2.539 -0.073 0.363
H: 2.259 0.732 0.774
H: 1.653 1.415 -0.632
H: 1.424 -0.295 -0.114
H: -1.835 -1.306 0.403
H: -3.561 -0.158 -0.651

## Properties
Kohn-Sham gap = 10.5 eV
E_HOMO = -9.72 eV
SMILES = COOOP
LUMO level = 0.82 eV

***

# 18
ORCA calculation (wB97M-V/def2-TZVPD) on CH5O3PSi as an isolated structure.

Cartesian coordinates (Å):
C: 0.172 0.681 -0.692
O: -2.817 1.536 0.738
O: -2.096 -0.888 -1.234
O: -0.722 -0.945 0.934
Si: 0.945 -0.540 0.552
P: -1.446 -0.032 -0.204
H: 0.274 1.728 -0.434
H: 0.399 0.534 -1.745
H: 2.717 -0.052 0.076
H: 1.280 -0.128 1.920
H: 1.295 -1.894 0.089

## Properties
Kohn-Sham gap (spin up / spin down) = 6.8 / 6.8 eV
E_HOMO (spin up / spin down) = 0.19 / 0.19 eV
Net charge = -2
LUMO level (spin up / spin down) = 7.04 / 7.04 eV

***

# 19
ORCA calculation (wB97M-V/def2-TZVPD) on a 3-piece molecular cluster, CH5O4 overall.

Cartesian coordinates (Å):
O: 2.163 0.778 -0.616
C: 1.913 0.064 0.361
O: 0.906 -0.685 0.578
H: 2.536 0.101 1.320
H: -0.151 0.103 -0.644
H: 0.055 1.337 -1.266
O: -0.511 0.588 -1.395
H: -1.581 -1.040 0.603
H: -2.755 -0.163 0.478
O: -2.575 -1.084 0.580

## Properties
Kohn-Sham gap = 9.0 eV
E_HOMO = -4.73 eV
Net charge = -1
LUMO level = 4.27 eV

***

# 20
ORCA calculation (wB97M-V/def2-TZVPD) on CH5OP in the gas phase.

Cartesian coordinates (Å):
C: -0.958 -0.052 0.429
P: 0.862 0.041 0.466
O: 1.202 -0.540 -1.082
H: -1.521 -0.449 1.274
H: -1.241 -0.398 -0.622
H: -1.178 1.120 0.420
H: 0.805 1.317 0.093
H: 2.029 -1.040 -0.978

## Properties
Kohn-Sham gap = 10.1 eV
E_HOMO = -9.12 eV
SMILES = CPO
LUMO level = 0.98 eV

***

In the order shown, the computed F_max values come out to 0.8 5.4 4.1 3.0 3.2 2.9 2.5 10.4 4.7 2.8 3.5 2.9 3.4 3.0 4.1 1.2 5.0 4.9 1.9 3.5 eV/Å.
In the order shown, the computed energy relative to the best compared isomer or geometry (same formula, charge and spin) values come out to 6.8 99.1 57.3 31.9 63.7 72.9 108.6 74.8 95.7 16.7 33.1 25.1 0.0 55.5 62.5 1.9 174.8 72.7 12.7 9.3 kcal per mole.